# C40H44Ge2N5Sr

A structure of composition C40H44Ge2N5Sr (ωB97M-V/def2-TZVPD, the Open Molecules 2025 dataset).

XYZ file:
```
92
Properties=species:S:1:pos:R:3:forces:R:3
Sr 0.416743 0.184565 -0.216593 -0.573 0.464 0.076
C 4.049947 0.621476 -0.051050 -0.056 0.037 0.085
N 2.876563 -0.252671 -0.032441 -0.043 -0.131 -0.200
C 3.104184 -1.523293 -0.068328 0.125 -0.016 0.061
C 2.115613 -2.550023 -0.096047 0.036 -0.116 -0.034
C 2.390420 -3.920350 -0.111545 -0.015 0.007 0.009
C 1.156966 -4.569122 -0.143868 -0.007 0.009 0.004
C 0.196486 -3.558189 -0.148677 -0.021 0.000 0.003
N 0.747896 -2.328703 -0.122246 0.105 0.144 0.026
C 4.805165 0.646819 -1.361229 0.014 -0.044 0.014
C 4.187895 0.390230 -2.578457 0.002 0.018 -0.010
C 4.904045 0.463082 -3.764963 -0.002 -0.002 0.005
C 6.250607 0.790966 -3.749483 0.003 -0.001 0.001
C 6.877374 1.047785 -2.537803 0.000 -0.001 -0.003
C 6.158423 0.973883 -1.355363 -0.009 0.017 -0.005
H 4.737228 0.339926 0.753737 0.016 -0.006 -0.013
H 3.710052 1.634746 0.169859 0.008 0.004 0.007
H 4.137683 -1.886117 -0.081512 0.002 0.005 0.013
H 3.372487 -4.368286 -0.095494 -0.001 0.005 -0.009
H 0.970877 -5.630772 -0.159875 -0.003 0.002 0.001
H -0.876676 -3.686736 -0.163750 0.006 -0.006 0.003
H 3.136800 0.131629 -2.606146 -0.002 -0.008 0.005
H 4.404648 0.265999 -4.705312 0.003 0.001 0.001
H 6.809764 0.843360 -4.674792 -0.001 0.002 0.001
H 7.929799 1.300883 -2.513442 -0.002 0.000 0.002
H 6.651664 1.175148 -0.410589 0.003 -0.007 -0.002
C -2.630712 -1.608129 0.044737 0.011 -0.194 0.032
C -3.944242 -1.156181 0.195727 -0.002 -0.008 -0.052
C -4.374600 -0.520917 1.385339 -0.013 0.017 -0.008
C -5.652297 -0.028706 1.499414 0.006 0.000 -0.005
C -6.553113 -0.165731 0.437405 0.009 0.026 0.012
C -6.162529 -0.818660 -0.739876 0.009 0.017 0.000
C -4.882979 -1.300677 -0.858721 0.003 0.027 -0.004
C -7.871521 0.386495 0.541162 -0.030 -0.053 -0.012
N -8.929554 0.832397 0.609074 0.017 0.028 0.005
H -2.311049 -2.079514 -0.875769 0.004 -0.002 0.007
H -1.939565 -1.616995 0.878613 -0.004 0.051 -0.004
H -3.673651 -0.396735 2.200989 0.003 -0.020 0.000
H -5.966299 0.479663 2.400906 -0.005 -0.003 -0.001
H -6.873626 -0.932478 -1.547143 -0.002 0.005 0.002
H -4.576089 -1.802792 -1.768401 -0.003 -0.009 0.006
C 3.689525 3.014047 2.630510 -0.004 -0.003 -0.012
Ge 2.163669 4.156967 2.096353 0.006 0.004 0.100
C 1.002785 4.095911 3.697827 -0.022 0.020 -0.011
C 2.893149 5.994387 2.090801 0.019 0.004 -0.006
Ge 1.052361 3.290395 0.080201 0.342 -0.009 0.067
C 2.435941 3.659544 -1.328335 -0.111 0.096 -0.097
C 2.087944 3.435734 -2.665001 0.026 0.003 -0.005
C 2.989922 3.621093 -3.702743 -0.001 -0.009 0.011
C 4.291307 4.018818 -3.427579 -0.012 0.005 -0.003
C 4.664510 4.244422 -2.111940 0.000 -0.020 0.004
C 3.743854 4.076906 -1.082702 0.032 -0.054 0.009
C -0.325974 4.670757 -0.347468 0.002 -0.023 -0.162
C -1.208827 4.421882 -1.402826 -0.026 0.011 0.025
C -2.174909 5.340577 -1.788042 -0.004 -0.007 0.015
C -2.298552 6.543296 -1.105413 -0.002 -0.011 -0.010
C -1.440869 6.812899 -0.049460 0.005 -0.016 0.022
C -0.465419 5.890576 0.314762 -0.063 -0.016 0.078
H 4.010950 3.309687 3.631697 0.010 0.000 -0.007
H 4.541341 3.119265 1.956598 -0.010 -0.007 -0.006
H 3.409040 1.959217 2.661965 -0.007 0.006 -0.004
H 1.596764 4.374320 4.571077 -0.011 0.009 -0.001
H 0.604343 3.093957 3.866719 0.009 -0.002 -0.002
H 0.163578 4.790203 3.623934 0.003 -0.006 -0.010
H 3.510456 6.130459 2.981938 0.006 -0.005 -0.008
H 2.101199 6.743353 2.115565 -0.006 -0.013 -0.010
H 3.508258 6.186197 1.211544 -0.012 -0.004 -0.003
H 1.076689 3.118765 -2.909732 -0.005 0.009 0.008
H 2.681003 3.444013 -4.726661 0.005 0.003 0.001
H 5.006658 4.148603 -4.229835 -0.001 -0.003 0.001
H 5.676912 4.555404 -1.882111 -0.003 0.000 -0.001
H 4.069287 4.272486 -0.066675 -0.008 0.006 0.001
H -1.149796 3.477480 -1.935483 0.024 0.005 -0.009
H -2.834298 5.116537 -2.619650 0.002 0.011 -0.001
H -3.052656 7.264092 -1.396052 0.001 -0.002 0.002
H -1.522171 7.748924 0.490241 -0.004 0.002 -0.007
H 0.197122 6.137966 1.136113 0.010 -0.008 -0.013
C -5.406164 2.762170 -1.420447 -0.002 -0.001 -0.015
C -4.209861 2.489828 -0.575853 0.012 -0.028 -0.014
C -3.839318 2.939022 0.668831 0.004 0.013 0.023
C -2.588936 2.348503 0.929822 -0.016 0.050 -0.012
N -2.207121 1.585808 -0.088540 0.194 -0.331 0.075
N -3.209914 1.684146 -0.986205 0.018 0.070 -0.055
C -1.746384 2.526021 2.145144 0.002 -0.013 -0.006
H -5.298611 3.710117 -1.949706 0.007 0.002 0.006
H -6.304518 2.818991 -0.807270 0.006 0.008 0.007
H -5.553258 1.973090 -2.159215 -0.001 0.004 0.002
H -4.392803 3.609208 1.304986 0.017 0.002 -0.001
H -3.171170 1.169566 -1.847716 -0.003 -0.009 0.004
H -2.361303 2.549847 3.045435 -0.009 -0.003 -0.009
H -1.190734 3.462929 2.089788 -0.012 0.003 -0.001
H -1.016853 1.722081 2.248971 -0.002 -0.001 0.021
```
Positions in Å, forces in eV/Å.

Results
Maximum force = 0.7 eV/A
HOMO level (spin up / spin down) = -0.24861 / -0.24858 hartree
Expectation value of S² = 0.7964
Energy relative to the best compared isomer or geometry (same formula, charge and spin) = 17.9 kcal/mol
LUMO energy (spin up / spin down) = -0.5997 / -1.9948 eV
Charge = 0
Frontier orbital gap (spin up / spin down) = 6.17 / 4.77 eV
Multiplicity = 2

# C5H8O

An isolated molecule of C5H8O (ωB97M-V/def2-TZVPD, the Open Molecules 2025 dataset).

XYZ file:
```
14
Properties=species:S:1:pos:R:3:forces:R:3
C 1.343880 0.021063 -1.196739 -0.096 -0.151 0.016
C 0.585854 -0.885229 -0.591760 0.151 0.073 -0.204
C -0.931057 -0.870821 -0.543972 0.037 -0.246 -0.079
O -1.539327 0.370878 -0.176210 0.107 0.137 -0.028
C -0.880365 1.132037 0.737029 0.157 0.091 0.168
C 0.012031 0.673969 1.607259 -0.168 0.063 0.093
H 0.919426 0.906050 -1.667657 0.018 -0.200 -0.013
H 2.427750 -0.051363 -1.177948 -0.165 -0.019 -0.018
H 1.065560 -1.694404 -0.041606 -0.054 0.027 -0.244
H -1.315703 -1.071926 -1.548438 -0.041 -0.016 0.161
H -1.293319 -1.671737 0.113812 0.080 0.165 -0.023
H -1.136503 2.182357 0.624565 0.164 -0.105 -0.066
H 0.733739 1.315579 2.092512 -0.448 0.171 0.352
H 0.115510 -0.389873 1.765732 0.258 0.010 -0.114
```
Positions in Å, forces in eV/Å.

Results
Maximum force = 0.6 eV/A
HOMO level = -0.31729 hartree
Structure (SMILES) = C=CCOC=C
Energy relative to the best compared isomer or geometry (same formula, charge and spin) = 54.8 kcal/mol
LUMO energy = 1.1265 eV
Charge = 0
Frontier orbital gap = 9.76 eV

# C37H28CsOP2S4

A structure of composition C37H28CsOP2S4 (ωB97M-V/def2-TZVPD, the Open Molecules 2025 dataset).

XYZ file:
```
73
Properties=species:S:1:pos:R:3:forces:R:3
Cs -0.210997 -3.009878 -0.196105 -0.058 -0.076 0.114
O -0.654462 1.285260 1.359203 -0.002 0.056 -0.032
S 0.047407 0.751173 0.162687 -0.138 -0.081 0.008
C -0.967897 1.258870 -1.255691 -0.061 -0.032 0.047
C -0.460977 1.977682 -2.327911 0.063 0.006 0.034
C -1.293090 2.348212 -3.374751 -0.036 -0.002 -0.009
C -2.634249 2.006925 -3.338480 0.025 0.005 0.014
C -3.134269 1.269617 -2.273825 -0.019 0.007 -0.023
C -2.317772 0.867820 -1.219576 0.055 -0.029 0.007
P -2.911055 -0.289859 0.101298 0.056 0.071 0.035
C -4.450998 -0.907457 -0.685222 0.025 0.007 0.056
C -4.308751 -1.835898 -1.716733 0.010 -0.023 -0.026
C -5.416339 -2.383011 -2.342043 0.005 -0.003 0.000
C -6.692646 -2.024349 -1.927007 -0.003 0.017 0.018
C -6.846971 -1.118717 -0.888650 -0.027 -0.033 -0.035
C -5.734022 -0.561691 -0.272012 0.034 0.024 0.018
C -3.551163 0.818850 1.400843 -0.023 -0.012 -0.052
C -4.053822 2.091629 1.148054 0.014 -0.020 -0.009
C -4.528581 2.874361 2.188967 -0.008 0.010 0.000
C -4.506785 2.387213 3.489571 0.002 0.002 -0.002
C -4.003609 1.120548 3.746748 -0.007 0.003 0.016
C -3.521293 0.339352 2.706471 0.006 -0.022 -0.007
C 1.460761 1.815127 -0.118211 -0.068 0.082 0.017
C 1.318005 3.157828 0.196659 -0.008 0.015 0.003
C 2.392098 4.014331 0.024551 -0.018 -0.026 0.004
C 3.595240 3.507891 -0.448936 0.001 0.005 0.002
C 3.734706 2.154327 -0.720119 0.031 0.020 -0.010
C 2.667463 1.272502 -0.548218 0.119 -0.086 -0.027
P 2.802040 -0.555149 -0.815516 0.044 0.105 -0.091
C 4.539662 -0.661124 -1.394692 -0.027 -0.035 0.055
C 5.613292 -0.864658 -0.531747 -0.005 0.007 -0.024
C 6.908022 -0.928436 -1.028346 0.005 -0.004 0.020
C 7.143396 -0.784575 -2.387945 -0.015 0.004 -0.020
C 6.077576 -0.587890 -3.256297 0.042 -0.002 -0.005
C 4.783812 -0.537217 -2.761225 -0.041 -0.003 0.006
C 2.910199 -1.148988 0.904208 0.052 -0.048 -0.065
C 2.926586 -0.322837 2.025602 -0.060 0.026 -0.034
C 2.939450 -0.880050 3.297311 0.009 -0.072 0.012
C 2.955529 -2.258753 3.457121 -0.008 0.047 0.011
C 2.977069 -3.089166 2.344963 0.006 -0.097 -0.085
C 2.945922 -2.537388 1.074461 -0.014 0.178 0.063
H 0.584525 2.252892 -2.347826 0.000 0.014 -0.023
H -0.891326 2.906868 -4.210154 0.011 0.002 0.003
H -3.295273 2.302365 -4.143388 -0.001 0.002 -0.001
H -4.178738 0.985165 -2.273535 0.000 -0.006 0.004
H -3.314460 -2.132715 -2.034921 -0.006 -0.001 -0.006
H -5.285663 -3.101608 -3.140994 0.004 0.000 -0.002
H -7.560692 -2.460754 -2.404187 -0.006 0.003 0.002
H -7.838344 -0.844216 -0.550678 -0.003 -0.001 -0.002
H -5.866590 0.141694 0.539791 -0.004 -0.001 -0.003
H -4.062337 2.475818 0.134589 -0.008 0.016 0.006
H -4.911748 3.867081 1.986863 0.001 0.000 0.000
H -4.873315 3.001499 4.302520 0.001 -0.005 0.006
H -3.968604 0.740395 4.759395 -0.005 0.007 0.004
H -3.098422 -0.637179 2.913478 0.007 -0.006 -0.007
H 0.368849 3.506201 0.585409 -0.005 -0.001 0.001
H 2.292637 5.065159 0.263113 0.007 0.006 -0.003
H 4.442677 4.167785 -0.586556 0.005 -0.003 0.000
H 4.693091 1.777120 -1.051263 -0.003 -0.001 -0.002
H 5.429155 -0.980344 0.528991 0.018 -0.004 0.009
H 7.735043 -1.094496 -0.349640 -0.002 -0.001 0.003
H 8.154176 -0.837407 -2.772129 0.001 0.001 -0.004
H 6.254472 -0.488380 -4.319851 -0.003 0.001 -0.002
H 3.949060 -0.403444 -3.441015 0.003 0.000 -0.002
H 2.903144 0.753971 1.912226 0.008 -0.001 0.041
H 2.913957 -0.230299 4.163191 -0.005 -0.001 0.007
H 2.910347 -2.708909 4.440169 0.001 -0.002 0.002
H 2.949073 -4.165237 2.468581 0.009 0.004 0.010
H 2.918015 -3.199482 0.213551 0.044 -0.042 0.040
S 1.371013 -5.693913 4.057649 -0.096 0.026 -0.163
C 0.528154 -5.194714 2.671492 -0.162 0.274 0.036
S -0.820348 -4.094802 2.797542 0.100 -0.075 0.097
S 1.029969 -5.708512 1.088130 0.131 -0.196 -0.054
```
Positions in Å, forces in eV/Å.

Results
Maximum force = 0.3 eV/A
HOMO level = -0.08901 hartree
Energy relative to the best compared isomer or geometry (same formula, charge and spin) = 3.6 kcal/mol
LUMO energy = 1.6695 eV
Charge = -1
Frontier orbital gap = 4.09 eV

Record order is preserved below.
DFT total energy: -6008.94579, -270.47054, -3797.63652 a.u.